No. 1
This record from OMol25 describes a cluster of 2 separate species, C4H14N2 in total in a non-equilibrium geometry. The level of theory is wB97M-V/def2-TZVPD.

SMILES: CCN.CNC
LUMO energy, eV: 0.9632
Orbital gap, eV: 9.38
Highest occupied orbital energy, eV: -8.418

```
! wB97M-V def2-TZVPD RIJCOSX def2/J DEFGRID3
* xyz 0 1
C 1.13 1.67 -1.21
C 0.60 0.71 -2.26
N 1.24 0.79 -3.62
H 0.53 1.93 -0.29
H 2.05 1.33 -0.87
H 1.44 2.64 -1.78
H 0.78 -0.34 -1.87
H -0.46 0.55 -2.36
H 0.66 0.56 -4.42
H 1.63 1.59 -3.85
C -0.92 -1.87 1.38
N -0.62 -1.31 2.73
C -1.39 -0.13 3.09
H -1.54 -2.74 1.58
H -1.48 -1.22 0.77
H -0.01 -2.18 0.72
H 0.43 -1.26 2.94
H -1.46 0.02 4.18
H -2.47 -0.37 2.84
H -0.94 0.77 2.63
*
```

Results of the natural (NBO) charge analysis, in e, for atoms 1 through 8: C -0.62; C -0.23; N -0.84; H 0.23; H 0.21; H 0.20; H 0.17; H 0.18

No. 2
This record from OMol25 describes a cluster of 2 separate species, C4H14N2 in total in a non-equilibrium geometry. The level of theory is wB97M-V/def2-TZVPD.

SMILES: CCN.CCN
LUMO energy, eV: 0.9450
Orbital gap, eV: 10.10
Highest occupied orbital energy, eV: -9.153

```
! wB97M-V def2-TZVPD RIJCOSX def2/J DEFGRID3
* xyz 0 1
C -1.66 0.78 -0.82
C -0.62 1.88 -0.75
N -1.06 3.12 -1.38
H -2.39 0.99 -1.58
H -1.11 -0.14 -1.14
H -2.21 0.58 0.09
H -0.35 2.15 0.32
H 0.27 1.49 -1.22
H -0.25 3.76 -1.30
H -1.71 3.55 -0.81
C 2.06 -2.28 0.13
C 0.99 -2.39 1.34
N 0.18 -1.15 1.53
H 1.93 -1.40 -0.60
H 3.02 -2.27 0.60
H 1.97 -3.21 -0.47
H 0.48 -3.27 1.04
H 1.51 -2.54 2.36
H -0.39 -1.13 0.70
H 0.76 -0.29 1.58
*
```

Results of the natural (NBO) charge analysis, in e, for atoms 1 through 8: C -0.63; C -0.22; N -0.82; H 0.22; H 0.20; H 0.21; H 0.16; H 0.19

No. 3
This record from OMol25 describes a cluster of 2 separate species, C4H14N2 in total in a non-equilibrium geometry. The level of theory is wB97M-V/def2-TZVPD.

LUMO energy (alpha / beta), eV: -3.7816 / -9.0622
Orbital gap (alpha / beta), eV: 8.68 / 3.40
Highest occupied orbital energy (alpha / beta), eV: -12.465 / -12.465
⟨S²⟩: 0.754

```
! wB97M-V def2-TZVPD RIJCOSX def2/J DEFGRID3
* xyz 1 2
C 1.54 2.20 1.00
C 0.19 1.56 0.39
N -0.48 2.74 -0.27
H 2.11 2.72 0.22
H 2.06 1.32 1.36
H 1.32 2.84 1.86
H -0.45 1.16 1.18
H 0.41 0.68 -0.21
H -1.50 2.43 -0.43
H -0.11 2.98 -1.22
C -0.59 -1.88 -1.44
C 0.13 -2.15 -0.11
N -0.93 -2.37 0.95
H -1.06 -2.82 -1.74
H 0.18 -1.67 -2.19
H -1.30 -1.03 -1.41
H 0.75 -1.26 0.03
H 0.75 -2.96 0.00
H -1.75 -2.98 0.65
H -1.28 -1.49 1.36
*
```

Results of the natural (NBO) charge analysis, in e, for atoms 1 through 8: C -0.60; C -0.21; N -0.83; H 0.22; H 0.19; H 0.23; H 0.16; H 0.13

No. 4
This record from OMol25 describes a cluster of 2 separate species, C4H14N2O in total in a non-equilibrium geometry. The level of theory is wB97M-V/def2-TZVPD.

SMILES: CNCCCN.O
LUMO energy, eV: 0.7728
Orbital gap, eV: 9.44
Highest occupied orbital energy, eV: -8.665

```
! wB97M-V def2-TZVPD RIJCOSX def2/J DEFGRID3
* xyz 0 1
C 2.31 -0.92 0.50
N 1.84 0.48 0.27
C 0.90 0.61 -0.84
C -0.50 1.23 -0.57
C -1.54 0.33 -1.17
N -1.45 -1.04 -0.52
H 1.67 -1.37 1.23
H 3.35 -0.75 0.75
H 2.34 -1.55 -0.41
H 1.32 0.66 1.14
H 0.70 -0.41 -1.20
H 1.31 1.10 -1.69
H -0.72 1.36 0.48
H -0.71 2.33 -0.75
H -2.64 0.44 -0.98
H -1.68 0.28 -2.27
H -1.18 -0.92 0.44
H -0.99 -1.80 -0.98
O -1.19 0.23 2.27
H -1.73 0.22 1.48
H -1.41 -0.51 2.83
*
```

Results of the natural (NBO) charge analysis, in e, for atoms 1 through 8: C -0.43; N -0.62; C -0.22; C -0.46; C -0.26; N -0.89; H 0.18; H 0.21

No. 5
This record from OMol25 describes a cluster of 2 separate species, C4H14N2O in total in a non-equilibrium geometry. The level of theory is wB97M-V/def2-TZVPD.

SMILES: CNCCCN.O
LUMO energy, eV: 0.5738
Orbital gap, eV: 9.26
Highest occupied orbital energy, eV: -8.688

```
! wB97M-V def2-TZVPD RIJCOSX def2/J DEFGRID3
* xyz 0 1
C -0.94 2.09 -1.15
N -0.55 0.70 -1.33
C -1.30 -0.22 -0.50
C -0.72 -1.63 -0.42
C 0.50 -1.87 0.50
N 0.33 -1.25 1.86
H -0.47 2.57 -0.28
H -0.75 2.71 -2.02
H -2.01 2.09 -0.92
H 0.43 0.55 -1.13
H -1.54 0.16 0.49
H -2.30 -0.32 -0.95
H -0.45 -1.99 -1.41
H -1.53 -2.25 -0.04
H 1.38 -1.41 0.02
H 0.63 -2.95 0.56
H 1.23 -0.86 2.13
H -0.29 -0.47 1.65
O 2.62 1.48 0.65
H 3.36 2.01 0.96
H 2.33 0.87 1.33
*
```

Results of the natural (NBO) charge analysis, in e, for atoms 1 through 8: C -0.41; N -0.63; C -0.22; C -0.42; C -0.22; N -0.83; H 0.17; H 0.20

No. 6
This record from OMol25 describes a cluster of 2 separate species, C4H14N2O in total in a non-equilibrium geometry. The level of theory is wB97M-V/def2-TZVPD.

SMILES: CN(C)CCN.O
LUMO energy, eV: 0.9383
Orbital gap, eV: 9.83
Highest occupied orbital energy, eV: -8.889

```
! wB97M-V def2-TZVPD RIJCOSX def2/J DEFGRID3
* xyz 0 1
C -0.06 1.12 1.87
N -0.28 0.54 0.55
C -1.32 -0.55 0.64
C 1.07 0.04 0.10
C 1.18 -1.35 -0.52
N 0.31 -1.47 -1.69
H -0.91 1.75 2.15
H 0.29 0.38 2.59
H 0.73 1.87 1.78
H -1.00 -1.25 1.41
H -1.32 -0.96 -0.36
H -2.29 -0.14 0.87
H 1.46 0.81 -0.59
H 1.73 0.12 0.96
H 2.16 -1.82 -0.59
H 0.75 -2.01 0.25
H 0.57 -0.79 -2.40
H 0.43 -2.37 -2.14
O -1.25 1.93 -2.03
H -1.12 1.36 -1.26
H -1.12 2.79 -1.60
*
```

Results of the natural (NBO) charge analysis, in e, for atoms 1 through 8: C -0.42; N -0.46; C -0.45; C -0.24; C -0.24; N -0.84; H 0.21; H 0.17

No. 7
This record from OMol25 describes a cluster of 2 separate species, C4H14N2O in total. The level of theory is wB97M-V/def2-TZVPD.

SMILES: CCCNCN.O
LUMO energy, eV: 0.9344
Orbital gap, eV: 10.31
Highest occupied orbital energy, eV: -9.377

```
! wB97M-V def2-TZVPD RIJCOSX def2/J DEFGRID3
* xyz 0 1
C -1.07 -2.11 -0.49
C -1.35 -1.16 0.70
C -1.23 0.31 0.33
N 0.18 0.73 0.21
C 0.34 1.94 -0.59
N 1.63 2.50 -0.22
H -1.76 -1.90 -1.30
H -0.05 -1.99 -0.82
H -1.17 -3.14 -0.15
H -0.68 -1.43 1.52
H -2.37 -1.36 1.05
H -1.72 0.46 -0.63
H -1.72 0.91 1.09
H 0.48 1.01 1.14
H -0.47 2.65 -0.38
H 0.31 1.63 -1.64
H 1.91 3.29 -0.78
H 2.32 1.76 -0.34
O 2.05 -1.74 0.53
H 2.84 -1.41 0.10
H 1.51 -0.95 0.67
*
```

Results of the natural (NBO) charge analysis, in e, for atoms 1 through 8: C -0.61; C -0.40; C -0.22; N -0.66; C -0.04; N -0.85; H 0.19; H 0.23

No. 8
This record from OMol25 describes a cluster of 2 separate species, C4H14N2O in total in a non-equilibrium geometry. The level of theory is wB97M-V/def2-TZVPD.

SMILES: C[C@H](N)CCN.O
LUMO energy, eV: 0.9700
Orbital gap, eV: 9.40
Highest occupied orbital energy, eV: -8.434

```
! wB97M-V def2-TZVPD RIJCOSX def2/J DEFGRID3
* xyz 0 1
C 1.48 -2.43 -0.88
C 0.30 -1.36 -0.43
N -1.06 -1.48 -0.79
C 0.80 0.11 -0.81
C -0.14 1.34 -0.42
N 0.37 1.91 0.81
H 1.09 -3.35 -0.66
H 2.33 -2.25 -0.25
H 1.63 -2.34 -1.94
H 0.30 -1.27 0.62
H -1.26 -1.45 -1.80
H -1.46 -2.24 -0.29
H 1.73 0.18 -0.22
H 0.94 -0.02 -1.92
H -1.17 0.81 -0.30
H -0.29 2.02 -1.35
H 1.13 2.67 0.71
H 0.28 1.32 1.70
O -2.67 2.47 2.58
H -1.91 2.89 2.12
H -2.42 2.47 3.52
*
```

Results of the natural (NBO) charge analysis, in e, for atoms 1 through 8: C -0.62; C -0.02; N -0.85; C -0.42; C -0.25; N -0.93; H 0.20; H 0.21

Let's list relative energy (zero: lowest compared OMol25 entry of this formula, charge and spin) in order: 186.5 106.3 144.1 278.8 151.1 180.8 96.0 238.4 kJ/mol.